{"formula": "C5H10OS3", "method": "the ωB97M-V functional and the def2-TZVPD basis", "species": ["S", "S", "S", "O", "C", "C", "C", "C", "C", "H", "H", "H", "H", "H", "H", "H", "H", "H", "H"], "positions_angstrom": [[-0.01054, 1.54192, -2.25155], [1.81590, 2.39198, -0.10734], [-0.14283, -1.85444, 2.76881], [-1.49479, -1.81241, 0.51728], [-1.70508, 0.87977, -2.06013], [0.35884, 2.00806, -0.71783], [3.24135, 2.49795, -1.34373], [-1.08535, -3.35650, 2.75177], [-0.82737, -1.20217, 1.33168], [-1.94291, -3.07537, 2.26196], [-1.27976, -3.50972, 3.87129], [-0.64648, -0.13181, 1.17166], [3.64058, 3.48956, -1.18580], [3.92177, 1.73817, -1.01672], [-0.63077, -4.18831, 2.29325], [2.90677, 2.48122, -2.35889], [-2.14351, 1.37998, -1.22132], [-1.50240, -0.11868, -1.71707], [-2.47343, 0.84080, -2.98730]], "forces_ev_per_a": [[-0.076, 0.294, -0.760], [0.501, 0.424, -0.382], [0.600, 0.313, 0.149], [0.271, 0.164, 0.580], [-1.194, -0.401, -1.481], [-0.305, -0.529, 0.161], [-1.204, 0.658, 1.136], [0.840, 0.099, 3.714], [-0.541, 0.463, -1.505], [-2.240, 0.109, -1.014], [0.093, -0.322, -1.716], [0.335, 0.142, 0.159], [0.357, 0.166, 0.206], [0.482, -0.394, -0.357], [0.669, -0.884, -0.438], [-0.177, -0.588, -0.570], [-0.374, 0.542, 0.276], [-0.334, -0.662, -0.095], [2.297, 0.406, 1.938]], "homo_energy_ev": -8.280, "gap_ev": 8.84}

***

{"formula": "C7H12N", "method": "the ωB97M-V functional and the def2-TZVPD basis", "species": ["N", "C", "C", "C", "C", "C", "C", "C", "H", "H", "H", "H", "H", "H", "H", "H", "H", "H", "H", "H"], "positions_angstrom": [[-0.39277, 1.26709, 2.96617], [-1.03477, -0.88774, -2.09862], [0.72058, 0.59586, -0.66331], [-0.32293, -0.10579, -0.93224], [0.23129, 1.22332, 1.99742], [-0.99727, 1.18257, 4.17172], [1.93211, 1.26369, -0.57752], [-0.74099, -2.35925, -1.97926], [2.51970, 0.61171, -1.24017], [1.82550, 2.30056, -0.99612], [0.23622, -2.61439, -1.97204], [-1.11244, -2.71092, -2.90942], [2.30989, 1.44039, 0.38235], [-1.53928, 0.18277, 4.11715], [-1.68152, 2.06229, 4.17846], [-0.84347, -0.44629, -3.08475], [-0.16111, 1.16905, 4.86062], [-2.16248, -0.78232, -1.88329], [-0.97505, -0.13750, -0.04686], [-1.22902, -2.80395, -1.12969]], "forces_ev_per_a": [[1.769, -0.054, -3.066], [-0.798, 2.554, 1.456], [2.873, 2.292, 0.596], [-5.705, -3.094, -1.220], [0.022, 0.180, -0.354], [-2.017, -0.805, 0.899], [0.041, 0.375, -2.271], [-2.117, 0.478, -0.116], [1.038, 0.700, 0.017], [0.100, -0.749, -0.275], [3.342, -0.546, 0.163], [-0.668, -0.980, -0.603], [0.548, -0.195, 1.663], [0.324, 1.402, 0.866], [0.308, -0.840, 1.032], [0.329, -0.274, 0.304], [-0.579, 0.164, 0.931], [1.704, 0.120, -0.342], [-0.201, -0.498, 0.166], [-0.313, -0.231, 0.155]], "homo_energy_ev": [-12.561, -14.943], "spin_multiplicity": 3, "gap_ev": [9.27, 6.83], "charge": 1, "s2": 2.005}

***

{"formula": "C3H39NO16", "method": "the ωB97M-V functional and the def2-TZVPD basis", "species": ["O", "O", "O", "O", "O", "O", "O", "O", "O", "O", "O", "O", "O", "O", "O", "O", "N", "C", "C", "C", "H", "H", "H", "H", "H", "H", "H", "H", "H", "H", "H", "H", "H", "H", "H", "H", "H", "H", "H", "H", "H", "H", "H", "H", "H", "H", "H", "H", "H", "H", "H", "H", "H", "H", "H", "H", "H", "H", "H"], "positions_angstrom": [[-1.14405, -0.76732, -3.72351], [-0.67145, -2.95327, -1.71542], [0.53804, 5.05122, -0.09923], [1.02033, -1.12734, 1.76885], [-3.55527, 0.78753, 0.28786], [-3.37377, -0.78357, 3.51537], [1.68183, -2.61252, -0.71921], [-2.23391, -3.42971, 0.21499], [2.22335, -2.67219, -3.62574], [3.14319, -0.27203, -1.43750], [2.88021, 3.42004, -0.99109], [4.71458, -0.11290, 1.33206], [-2.56510, 1.75813, 2.64315], [-1.04014, 3.57437, 2.21149], [2.78830, -3.20388, 1.99272], [-3.62414, -0.69296, -1.63591], [-0.31599, 1.83105, 0.02596], [-0.20917, 0.40906, 0.22088], [-0.62481, 2.22930, -1.33293], [0.49737, 0.21802, 1.67054], [-0.68161, -0.27535, -3.07672], [-3.17867, 1.59583, 1.85054], [2.28188, -3.35439, 1.18697], [-0.29683, -3.81291, -1.43982], [3.89785, -0.36968, -0.88376], [4.17188, -0.78906, 1.70169], [-3.22650, 0.58554, -0.66448], [-2.48098, 0.89488, 3.12412], [-0.35626, 4.14781, 2.43397], [-2.46258, -3.84582, -0.52310], [-1.48137, -2.91568, 0.06962], [0.56296, -1.77832, 2.37977], [-0.88572, 2.24972, 0.76065], [-2.88506, -0.82085, 4.38437], [0.40047, -0.14965, -0.50766], [3.22401, 4.29248, -0.67315], [-4.49529, 0.53194, 0.25564], [2.94867, -2.22559, 1.95400], [-0.24399, 0.40324, 2.49464], [1.55149, -2.52689, -4.25772], [-0.34665, 5.23517, 0.00091], [0.70810, 4.16779, 0.00580], [-1.76637, 2.03053, -1.66237], [-3.70030, -1.29197, -0.78625], [-0.07832, -2.78738, -2.52660], [-1.30206, 0.09997, 0.26572], [2.44943, 0.09367, -0.92947], [2.14588, -2.84135, -1.59447], [0.07382, 1.85275, -2.19334], [1.39618, 0.85992, 1.88774], [-0.57160, 3.33436, -1.40162], [-3.72469, -1.67509, 3.20238], [3.93652, 0.43167, 1.04319], [3.79973, 3.17152, -1.26213], [-1.15100, -0.10438, -4.42890], [2.41295, -1.91938, -3.13954], [-2.99796, -1.08944, -2.27685], [-0.92288, 2.70147, 2.52771], [1.25037, -1.77141, -0.98526]], "forces_ev_per_a": [[-0.473, -0.226, -1.295], [1.348, -0.448, -2.679], [2.837, 3.353, -0.830], [-0.588, -0.697, 0.713], [-0.107, 0.081, -1.120], [0.051, -1.189, 0.478], [1.155, 0.100, -2.136], [-0.980, 1.403, 6.094], [0.573, -3.114, -0.173], [0.099, -0.324, -2.137], [2.693, 1.154, 0.132], [-1.410, 1.499, -1.053], [-0.757, -1.461, -0.207], [-1.785, 0.955, -1.465], [0.509, 1.123, 0.220], [0.015, -2.061, 1.177], [1.589, 0.044, -1.562], [-0.730, 0.448, 2.944], [-1.953, 0.689, -1.458], [-0.681, -1.039, 0.018], [0.775, 0.641, 1.673], [1.399, -0.124, 1.440], [-0.002, 0.145, -0.248], [-0.177, 0.596, 0.182], [0.946, -0.247, 0.871], [0.059, -1.501, 0.851], [-0.936, 0.338, 1.933], [-0.750, 1.032, -1.159], [2.076, 1.183, 0.657], [-1.219, -2.493, -4.929], [1.689, 1.192, -0.663], [0.544, 1.622, -1.067], [-0.064, 0.146, -0.773], [-1.126, -0.767, -1.409], [-0.412, 0.518, -0.020], [-1.511, -0.357, 0.052], [0.565, 0.305, -0.051], [-0.613, -1.560, 0.065], [0.539, -0.023, -0.866], [-1.019, 0.646, -0.982], [-3.070, 0.261, 0.499], [0.341, -3.603, 0.493], [2.190, -0.086, 0.495], [0.691, 1.330, -2.784], [-1.503, -0.115, 1.672], [1.472, -1.038, -0.009], [-0.943, 0.764, 1.011], [-0.847, 0.060, 2.085], [-0.980, 0.289, 1.948], [-1.048, -0.113, -0.825], [0.102, -0.632, -0.071], [1.110, 1.628, 1.168], [1.350, 0.189, 0.195], [-1.207, -0.873, -0.183], [-0.325, -0.386, -0.257], [0.567, 2.858, 0.974], [-0.352, -0.101, 0.616], [0.004, -1.047, 1.011], [0.281, -0.967, 0.742]], "homo_energy_ev": -8.631, "gap_ev": 8.50}

***

{"formula": "C53H55N7NiPSe", "method": "the ωB97M-V functional and the def2-TZVPD basis", "species": ["Se", "Ni", "P", "N", "N", "N", "N", "N", "N", "N", "C", "C", "C", "C", "C", "C", "C", "C", "C", "C", "C", "C", "C", "C", "C", "C", "C", "C", "C", "C", "C", "C", "C", "C", "C", "C", "C", "C", "C", "C", "C", "C", "C", "C", "C", "C", "C", "C", "C", "C", "C", "C", "C", "C", "C", "C", "C", "C", "C", "C", "C", "C", "C", "H", "H", "H", "H", "H", "H", "H", "H", "H", "H", "H", "H", "H", "H", "H", "H", "H", "H", "H", "H", "H", "H", "H", "H", "H", "H", "H", "H", "H", "H", "H", "H", "H", "H", "H", "H", "H", "H", "H", "H", "H", "H", "H", "H", "H", "H", "H", "H", "H", "H", "H", "H", "H", "H", "H"], "positions_angstrom": [[-2.28890, -0.30808, -0.48722], [-0.13627, 0.62253, 0.22067], [-0.81311, 1.70481, 2.26201], [1.23783, -2.21058, 0.90089], [-0.54244, -1.99252, -2.08800], [-0.19689, 2.21773, -1.16098], [-1.79437, -3.21589, -0.77775], [0.89395, 3.08900, -1.20680], [1.84329, 0.56022, 0.03708], [0.30803, -1.25505, 1.23437], [-3.89405, -4.40294, -0.09834], [-0.82112, -5.47283, -1.39478], [2.75185, -3.02136, -0.85344], [2.74771, 4.12508, -0.06035], [2.44616, -0.57888, -0.47342], [1.84218, 1.34988, 3.13638], [-1.01175, -4.07111, -1.50315], [-2.00634, 1.09271, 3.48294], [-0.97833, -0.45492, -3.89869], [-1.77513, 1.44743, 4.80551], [-1.03992, 5.40477, 0.55317], [-2.38895, 5.54444, 0.32827], [-4.77406, -3.51800, -0.95825], [-0.27658, -3.29297, -2.41263], [1.98702, 3.79049, 4.51160], [3.98957, 4.11150, 0.58525], [0.47056, -5.26249, -3.50918], [-2.71822, 1.17295, 5.79545], [3.66623, -2.83853, -1.86196], [-1.51480, -1.91649, -1.13053], [-2.66793, -3.56797, 0.41891], [3.35679, -0.50116, -1.53446], [-0.96431, -1.48064, -5.06049], [0.11221, -3.02631, 2.59830], [-3.30557, 4.64268, 0.85784], [3.05834, 2.90134, 4.51527], [0.70890, 2.18006, 3.19045], [-0.34010, -1.74211, 2.29663], [4.39581, -3.95619, -2.55252], [0.23174, -1.23690, -5.96944], [0.42919, -3.88593, -3.43288], [1.14559, -3.24097, 1.71420], [-4.01983, 0.00862, 4.15253], [0.77431, 3.42255, 3.85484], [2.12959, -1.94307, -0.22566], [-1.11839, 2.75739, -1.92337], [2.54834, 1.76041, 0.03385], [3.82574, 1.71880, 0.62357], [-3.10777, 0.36705, 3.13328], [-5.46496, -2.48078, -0.10918], [4.70974, 5.43713, 0.85492], [-3.87788, 0.44066, 5.45277], [2.04635, 2.96810, -0.41000], [-0.06963, -0.79984, -2.79413], [-0.58352, 4.25300, 1.16716], [-0.07115, -6.03829, -2.39421], [2.95904, 1.67105, 3.89562], [-1.47291, 3.29253, 1.65343], [0.61243, 4.08667, -2.07856], [-0.66468, 3.90905, -2.50533], [3.94664, -1.50635, -2.23138], [4.54708, 2.85325, 0.91804], [-2.85573, 3.52853, 1.54752], [-1.85679, -1.49251, -5.59199], [-4.81881, -2.01340, 0.61545], [-0.86543, -2.49355, -4.59358], [-0.35059, 6.19013, 0.22999], [-2.13437, -4.19860, 1.12528], [3.94739, 3.13584, 5.04155], [-0.65217, 0.50901, -4.30866], [-4.35093, 4.81074, 0.75847], [1.15363, -1.07516, -5.40834], [1.01165, -5.83371, -4.21232], [-2.53234, 1.54971, 6.80753], [2.25277, 5.01572, -0.22707], [2.44809, -4.00314, -0.66383], [-4.91027, -0.53349, 3.83396], [0.15064, -7.15753, -2.39965], [1.36109, 4.92388, -2.23940], [4.98500, 5.94869, -0.06098], [0.97931, -1.05496, -3.08716], [3.99226, -4.92703, -2.45437], [4.42706, -3.84434, -3.61202], [-3.55333, 2.76321, 1.98068], [-5.50411, -4.01288, -1.57138], [-0.84363, 1.90900, 5.02088], [-4.64563, 0.21711, 6.26942], [4.71880, -1.31134, -2.96584], [5.43879, -4.06389, -2.20896], [-2.03707, -0.19334, -3.56684], [0.01247, -0.00339, -2.06533], [-3.54074, -5.21501, -0.73068], [0.47487, 4.11782, 1.25618], [-6.13147, -3.07338, 0.54065], [0.81900, -3.30595, -4.27181], [1.79847, -4.06083, 1.55236], [-2.99226, -2.70610, 0.89185], [3.79100, 0.94144, 4.11335], [1.77016, 0.35668, 2.73915], [-1.10395, 4.50199, -3.26043], [3.74423, 0.51872, -1.76682], [-3.33082, 0.06999, 2.09609], [0.00097, 4.09971, 3.88807], [-1.02113, -1.14176, 2.85368], [2.00425, 4.76790, 5.07519], [5.56521, 2.81652, 1.32196], [4.22301, 0.78872, 0.98667], [-4.56683, -4.77287, 0.73529], [-4.04810, -3.08925, -1.75740], [0.25838, -0.37481, -6.61924], [-2.70089, 6.44078, -0.26253], [4.08949, 6.25444, 1.34628], [-0.16729, -3.65188, 3.46173], [-5.90194, -1.64443, -0.67981], [5.62921, 5.33512, 1.47166], [-2.02297, 2.19055, -2.04467], [-1.12463, -6.03735, -0.50962], [0.49469, -2.10078, -6.50825]], "forces_ev_per_a": [[-0.362, -0.825, -0.339], [0.618, -0.592, 0.502], [0.908, 0.318, -0.684], [-0.641, 2.281, -1.416], [-1.287, 1.310, 0.519], [1.863, 0.681, 1.443], [-0.700, 1.644, 2.306], [-1.488, -0.691, -0.590], [-0.665, -0.266, -0.472], [0.088, -0.552, 0.339], [-0.655, 0.386, 0.345], [0.160, 0.697, 0.068], [-0.072, 1.205, -0.601], [1.108, -1.452, 0.691], [-0.326, -1.109, -0.943], [-0.616, -0.124, 1.516], [0.647, -0.833, -0.126], [1.031, 0.559, -0.147], [-1.826, 1.299, -1.727], [-0.983, -0.439, 0.560], [0.300, -0.121, -0.109], [-0.740, 1.429, -0.538], [1.993, 1.428, -1.617], [-1.008, -0.952, 1.284], [-1.290, 0.451, -0.124], [-0.131, 0.357, -0.035], [-0.928, -0.485, 3.252], [0.016, -0.103, -0.281], [0.491, 0.379, -0.741], [0.619, -1.081, -0.320], [-0.071, -3.025, -2.264], [1.308, 2.845, -0.451], [1.787, -0.178, 1.744], [0.156, -0.341, 1.228], [0.562, -0.049, 0.013], [-0.901, 0.347, -0.006], [-0.059, 0.716, -0.463], [0.669, -0.356, -0.536], [0.830, 0.221, 0.447], [0.883, 0.308, 0.978], [0.799, -0.561, -1.764], [-0.205, -1.047, 0.117], [-0.457, 0.060, -1.130], [3.439, -1.552, 0.519], [-0.573, 0.744, 1.901], [-0.393, -1.214, 0.090], [0.798, -1.670, 0.269], [0.187, 0.925, 0.522], [-1.527, -0.733, 0.222], [-0.296, 0.013, 0.266], [-0.349, 0.775, 0.870], [-0.017, 0.255, 1.671], [0.889, 0.091, 0.487], [1.372, -1.094, 0.658], [-0.152, -0.010, 0.143], [0.922, -1.050, -1.502], [0.954, -0.688, 0.236], [-0.468, 0.330, 0.187], [1.768, 1.161, 0.892], [0.206, 0.924, -1.146], [0.186, -1.504, 0.703], [-0.028, 1.118, -0.845], [0.164, -1.206, 0.334], [-1.675, 0.178, -0.973], [0.598, 0.300, 0.079], [-0.388, 0.946, -0.781], [-0.155, -0.402, 0.022], [0.528, 0.219, -0.114], [0.675, 0.265, 0.499], [0.157, -0.013, -0.021], [-0.664, 0.115, -0.172], [0.018, 0.033, 0.633], [0.436, -0.053, -1.017], [-0.214, -0.351, -0.362], [-0.636, 2.015, -0.486], [-0.481, -1.375, 0.658], [0.178, -0.001, 0.279], [-0.434, 1.714, 0.126], [-1.194, -1.414, 0.021], [0.294, -0.285, -0.415], [-0.769, 0.355, -0.138], [-0.907, -1.053, 0.656], [0.138, 0.582, -0.905], [0.562, 1.016, -0.498], [-0.342, -0.730, 0.007], [0.408, 0.513, 0.519], [1.130, 0.259, -1.449], [-0.185, 0.140, -0.099], [-0.292, 0.320, -0.057], [1.275, -0.773, 0.034], [0.023, 0.108, -0.007], [0.073, -0.365, 0.387], [0.382, -0.161, 0.242], [-0.577, 0.675, -0.462], [0.309, -0.090, 0.553], [0.367, -0.611, 0.198], [-0.244, 1.815, 0.693], [-1.010, 0.749, -0.795], [-0.064, -0.181, -0.555], [-0.667, 0.436, -0.404], [-0.620, -0.721, 0.029], [0.279, 0.159, 0.571], [-1.868, 1.193, -0.049], [-0.527, 0.180, -0.049], [0.191, -1.221, -0.784], [-0.525, -0.123, 0.081], [-0.115, -0.466, -0.178], [1.263, 0.095, -0.582], [-1.252, -0.126, 1.153], [-0.824, 0.227, -0.324], [-0.065, -0.918, 0.713], [0.336, -1.352, -0.210], [0.177, 0.442, -0.765], [-0.350, -0.665, 0.308], [-0.640, -0.160, -0.425], [-0.314, 0.175, -0.100], [-0.270, 0.170, -0.486], [-0.036, -1.141, -1.203]], "homo_energy_ev": [-9.181, -9.120], "spin_multiplicity": 3, "gap_ev": [7.37, 6.68], "charge": 1, "s2": 2.009}

***

So what do the calculations give for ΔE to the lowest compared entry with this formula, charge and spin? Going down the list: 1.4082; 3.4380; 5.4821; 0.5194 eV.